# 1
Below is a cluster of 6 separate species, C24H22F4N2O16 in total, with properties calculated with the ωB97M-V functional and the def2-TZVPD basis.

Positions of all 68 atoms, in Å:
O -1.0762 23.4274 -25.4417
N -0.4095 22.4701 -25.8607
O -0.6024 21.9103 -26.8941
C 0.6749 21.9585 -25.0317
C 1.5170 20.9926 -25.5764
C 2.4827 20.2815 -24.8467
C 2.7093 20.7743 -23.5486
C 2.0115 21.8686 -23.0134
C 0.9031 22.4598 -23.7478
H 1.3709 20.4738 -26.5123
H 3.0682 19.5120 -25.3279
H 3.3889 20.1354 -23.0041
H 2.1058 21.9250 -21.9390
H 0.2937 23.1873 -23.2322
O -4.8998 24.2535 -21.4955
N -4.1114 23.3761 -21.2352
O -3.7069 23.2896 -20.1410
C -3.4894 22.4577 -22.2469
C -4.2295 21.9446 -23.3174
C -3.7635 20.8333 -24.0068
C -2.5882 20.2214 -23.5747
C -1.7678 20.8050 -22.6115
C -2.2698 21.8923 -21.8877
H -5.2025 22.3714 -23.5110
H -4.4790 20.4356 -24.7113
H -2.1976 19.3466 -24.0733
H -0.8734 20.3009 -22.2763
H -1.7531 22.3059 -21.0343
O -0.6878 25.6991 -22.0022
C -0.1361 25.3325 -20.9852
O 0.9279 24.5229 -20.9032
C 1.2390 24.2499 -19.5338
C 0.5140 25.4988 -18.9481
F 1.4414 26.5547 -18.9015
O -0.4804 25.9127 -19.7978
H 0.8406 23.3090 -19.1543
H 2.2981 24.2841 -19.2780
H 0.0903 25.3218 -17.9596
O -4.0462 29.1836 -26.6337
C -3.7213 28.5050 -25.6240
O -2.4525 28.1022 -25.2792
C -2.3360 27.0855 -24.2365
C -3.7950 27.0960 -23.8071
F -3.8658 27.7324 -22.5988
O -4.5397 27.8022 -24.7907
H -2.0143 26.1172 -24.6198
H -1.6568 27.4208 -23.4526
H -4.0422 26.0509 -23.6207
O -1.3227 27.5267 -31.2920
C -1.4274 26.7137 -30.3424
O -1.0239 25.4109 -30.2141
C -1.2566 24.9060 -28.9746
C -2.5021 25.8010 -28.5026
F -2.4813 26.1677 -27.2288
O -2.3301 26.9551 -29.3079
H -1.3961 23.8249 -28.9682
H -0.4299 25.1691 -28.3147
H -3.2161 25.0073 -28.7222
O -0.5996 33.2593 -27.6437
C -1.6826 32.8534 -27.0414
O -1.7120 32.6404 -25.7091
C -2.8476 31.9417 -25.3806
C -3.7488 32.3783 -26.4987
F -4.4742 33.5044 -26.1579
O -2.8566 32.7773 -27.5125
H -2.7421 30.8568 -25.3751
H -3.2696 32.1799 -24.4043
H -4.4151 31.5812 -26.8283

Cartesian forces, eV/Å:
O 0.8 -1.0 -0.3
N -0.7 1.5 1.6
O -0.5 -0.5 -1.5
C 1.2 0.4 0.8
C 0.3 -2.4 -0.2
C -0.8 2.9 0.6
C -0.1 -0.7 -0.9
C -1.7 -1.3 -1.2
C 2.0 -1.3 0.9
H -0.6 0.9 -0.5
H -0.1 -0.1 0.2
H 0.2 0.6 0.8
H 0.0 1.0 0.0
H -0.2 0.1 -0.4
O -1.1 0.0 -2.2
N -0.1 1.4 -2.1
O 2.0 -1.5 3.8
C -0.4 -1.0 -0.1
C 0.2 0.7 0.9
C -0.4 0.3 1.0
C 0.7 0.3 -0.9
C -1.3 0.2 0.7
C 0.1 0.1 -0.3
H -0.1 0.0 -0.2
H 0.5 -0.4 -0.4
H -0.2 -0.2 -0.1
H 0.2 0.1 -0.2
H 0.1 -0.1 0.0
O 1.0 -1.6 1.3
C -1.4 2.5 -2.6
O 0.0 -1.0 -0.4
C -1.1 1.9 0.6
C 1.3 0.2 2.3
F -0.5 -0.8 0.3
O 0.8 -1.8 -0.5
H -0.3 0.0 -0.4
H 0.0 0.2 -0.6
H 0.2 0.4 0.1
O 1.3 -2.4 4.8
C 0.8 -0.8 -2.5
O 0.9 1.4 -1.3
C -1.4 1.6 -1.1
C 1.2 -0.7 0.8
F -0.6 0.4 0.0
O -0.6 -0.1 0.5
H 0.0 0.3 -0.4
H -0.2 0.1 -0.2
H -1.3 0.3 -0.4
O 0.5 -4.0 4.2
C -2.2 2.1 -2.7
O 1.2 1.7 -3.3
C -0.2 1.3 3.1
C 2.7 -2.2 -1.8
F -0.1 0.0 0.8
O -0.1 -0.6 -0.2
H -0.3 0.2 -0.2
H 0.3 -0.3 0.2
H -1.9 1.5 0.0
O -5.8 -2.4 2.8
C 8.3 3.4 -1.0
O 2.5 0.0 0.4
C -1.7 -0.5 0.3
C -1.3 -0.1 0.2
F 0.1 -0.4 -0.1
O -2.8 -0.9 -1.9
H 0.5 0.0 -0.4
H 0.2 0.6 -0.1
H -0.1 0.4 -0.3

lowest unoccupied orbital energy	-1.223	eV
SMILES string	O=[N+]([O-])c1ccccc1.O=[N+]([O-])c1ccccc1.O=C1OC[C@@H](F)O1.O=C1OC[C@@H](F)O1.O=C1OC[C@@H](F)O1.O=C1OC[C@@H](F)O1
energy above the lowest of the compared OMol25 structures with the same formula, charge and spin	71.96	kcal per mole

=====

# 2
Below is a structure of composition C22H51BHgN4O2Si2, with properties calculated with the ωB97M-V functional and the def2-TZVPD basis.

Positions of all 83 atoms, in Å:
O -1.6853 -2.8843 -1.6037
O -3.0584 -1.7241 -3.0800
C -0.4127 -3.4449 -2.0664
C 0.7334 -3.0957 -1.1611
H -0.2668 -3.0435 -3.0713
H -0.5653 -4.5265 -2.1468
H 0.7538 -2.0263 -0.9139
H 1.6706 -3.3469 -1.6646
H 0.7049 -3.6741 -0.2362
C -2.1015 -3.0678 -0.1858
C -3.5142 -3.5779 -0.1233
H -2.0029 -2.0835 0.2879
H -1.3800 -3.7601 0.2568
H -4.2160 -2.9165 -0.6433
H -3.8316 -3.6403 0.9234
H -3.5893 -4.5887 -0.5441
C -3.2912 -0.3175 -2.8081
C -2.7131 -1.9920 -4.4636
C -3.7107 -0.1353 -1.3757
H -4.0865 -0.0076 -3.4968
H -2.3789 0.2554 -3.0451
H -4.4850 -0.8588 -1.0920
H -4.1319 0.8697 -1.2609
H -2.8585 -0.2221 -0.6884
C -2.9680 -3.4424 -4.7769
H -1.6603 -1.7104 -4.6186
H -3.3436 -1.3474 -5.0855
H -2.4396 -4.1219 -4.1014
H -2.6395 -3.6507 -5.7977
H -4.0380 -3.6611 -4.7345
H -2.3425 -2.3441 -2.2848
Hg 1.2083 1.1049 0.8167
C 0.1576 1.7804 -0.7670
Si 1.2265 1.8582 -2.3249
H -0.2039 2.7869 -0.4978
H -0.7317 1.1409 -0.9119
C 1.9887 0.1753 -2.6966
C 2.6409 3.0790 -2.0931
C 0.0721 2.3628 -3.7270
C 3.1017 0.2880 1.4164
Si 4.3064 1.4264 2.2952
H 3.5458 -0.1080 0.4817
H 2.8483 -0.5747 2.0583
C 4.7356 2.9023 1.2153
C 5.9000 0.4849 2.6389
C 3.5833 2.0091 3.9260
H 0.6004 2.9510 -4.4909
H -0.7421 2.9829 -3.3277
H -0.3749 1.4854 -4.2162
H 2.7564 -0.0755 -1.9525
H 2.4736 0.1687 -3.6846
H 1.2387 -0.6277 -2.6866
H 3.3102 2.7926 -1.2698
H 2.2639 4.0890 -1.8803
H 3.2529 3.1394 -3.0057
H 6.2200 -0.0772 1.7520
H 5.7714 -0.2307 3.4616
H 6.7054 1.1786 2.9121
H 3.3824 1.1573 4.5900
H 2.6402 2.5576 3.8082
H 4.2995 2.6700 4.4359
H 5.2851 3.6406 1.8170
H 3.8528 3.4021 0.7967
H 5.3844 2.5936 0.3833
B -0.4473 2.0922 4.4186
N -0.1678 0.5553 4.2354
C -0.4123 -0.4340 5.1235
C -0.1455 -1.6527 4.5031
C 0.2761 -1.3172 3.2002
N 0.2258 0.0182 3.0345
N -1.5084 2.3666 3.2902
C -2.8389 2.5861 3.4284
C -3.4015 2.6230 2.1520
C -2.3220 2.4251 1.2647
N -1.1827 2.2540 1.9621
H 0.5303 2.7650 4.3206
H -1.0201 2.2347 5.4726
H -0.7625 -0.2081 6.1229
H -0.2278 -2.6319 4.9244
H 0.6139 -1.9840 2.4121
H -3.2865 2.6916 4.4057
H -4.4289 2.7715 1.8773
H -2.3450 2.4174 0.1813

Cartesian forces, eV/Å:
O 0.8 -0.8 1.4
O -0.5 0.3 -0.8
C -0.3 -0.2 -0.1
C 0.2 0.2 0.3
H -0.1 0.1 0.1
H 0.1 0.1 0.0
H 0.0 -0.2 -0.1
H -0.1 0.1 0.0
H 0.0 0.1 0.0
C 0.3 0.4 -0.2
C -0.3 -0.4 -0.1
H 0.1 -0.3 0.0
H -0.2 0.2 -0.1
H 0.2 -0.2 0.1
H 0.1 0.1 -0.1
H 0.0 0.2 0.0
C 0.0 0.4 -0.3
C 0.1 0.2 0.0
C 0.0 0.0 0.3
H 0.1 -0.1 0.1
H -0.2 -0.2 0.1
H 0.1 0.2 -0.1
H 0.2 -0.2 0.1
H -0.2 0.1 -0.1
C -0.2 -0.2 -0.1
H -0.2 0.0 0.0
H 0.2 -0.1 0.1
H 0.0 0.1 -0.1
H 0.1 0.0 0.1
H 0.1 0.0 0.1
H -0.1 0.3 -0.2
Hg 1.6 -0.6 1.0
C -1.0 0.6 -1.8
Si -0.6 0.0 1.1
H 0.0 -0.3 -0.2
H 0.1 0.2 -0.2
C 0.2 -0.1 -0.2
C 0.0 0.1 -0.2
C 0.1 0.2 -0.4
C 0.1 -0.2 0.4
Si -0.7 -0.6 -0.2
H 0.0 0.1 0.3
H 0.3 0.2 -0.1
C 0.2 0.2 0.0
C 0.2 0.1 0.1
C 0.1 0.1 0.1
H -0.2 -0.2 0.0
H 0.2 -0.1 -0.1
H 0.1 0.1 0.0
H -0.2 0.1 -0.1
H -0.1 0.0 0.2
H 0.1 0.1 0.0
H -0.3 0.0 -0.2
H 0.1 -0.2 0.0
H -0.1 0.0 0.2
H 0.0 0.1 0.1
H 0.0 0.1 -0.1
H 0.0 -0.2 0.0
H 0.0 0.1 -0.1
H 0.2 -0.1 0.0
H -0.1 -0.1 0.0
H -0.1 -0.1 -0.2
H 0.1 -0.1 0.1
H -0.1 0.1 0.1
B -0.8 -0.5 -0.5
N 0.2 -1.1 -0.6
C 0.3 -0.1 -0.7
C 0.1 0.4 -0.2
C -0.5 0.9 0.8
N 0.2 -0.4 1.0
N -0.4 0.3 -1.2
C 0.4 -0.2 -0.8
C 0.3 0.0 0.1
C 0.2 -0.1 1.4
N -0.7 0.6 0.5
H 0.2 0.1 -0.2
H 0.1 0.0 0.1
H 0.1 0.0 -0.2
H 0.0 -0.3 0.2
H -0.1 0.3 0.0
H 0.1 0.0 -0.1
H -0.2 0.1 0.1
H 0.2 0.0 0.2

lowest unoccupied orbital energy	-0.299	eV
energy above the lowest of the compared OMol25 structures with the same formula, charge and spin	0.00	kcal per mole

=====

# 3
Below is a structure of composition C56H47AsBaNO9PS3, with properties calculated with the ωB97M-V functional and the def2-TZVPD basis.

Positions of all 119 atoms, in Å:
Ba -1.8724 0.2261 0.2040
O -4.8038 0.0145 0.0542
As -5.2891 1.8288 -0.3580
O -6.5976 2.4980 0.3074
O -3.3162 2.7164 0.8995
C -4.9889 1.1859 -2.4705
C -6.1263 0.4861 -2.7816
C -6.3302 0.4211 -4.1497
C -5.6073 1.1634 -5.0846
C -4.3072 1.6333 -4.7657
C -4.1117 1.7981 -3.3741
S -2.6816 2.7667 -2.7336
O -3.2788 3.9957 -2.0602
O -1.8843 2.8439 -3.9589
O -2.0786 1.8930 -1.6667
H -5.5662 -0.5506 0.3905
H -6.8842 0.1722 -2.0740
H -7.1988 -0.1848 -4.5006
H -5.9669 1.1637 -6.1311
H -3.5233 1.8677 -5.4893
C 3.9193 -5.1155 5.1507
C 3.4535 -3.9652 4.3293
C 2.1501 -4.0357 3.8959
C 1.6333 -3.1297 2.9426
C 2.3675 -2.0212 2.6120
C 3.7172 -1.9081 3.0201
C 4.2564 -2.8094 3.8907
S 1.4640 -0.6541 1.8328
O 0.2584 -1.1106 1.0295
C 2.7953 -0.1679 0.6077
C 3.5422 1.0240 0.7388
C 4.5631 1.3561 -0.1228
C 5.0448 0.4477 -1.1298
C 6.2768 0.4595 -1.8468
C 6.4576 -0.2338 -3.0280
C 5.3820 -1.0275 -3.4916
C 4.3354 -1.2901 -2.6169
C 4.1500 -0.6593 -1.3613
C 3.0527 -1.0045 -0.4795
C 2.3765 -2.3185 -0.6422
C 3.0761 -3.5777 -0.3175
C 4.3013 -3.6740 0.3377
C 5.0298 -4.8453 0.4082
C 4.5359 -6.0917 -0.0374
C 3.2505 -6.0332 -0.5658
C 2.5170 -4.8471 -0.6988
C 1.1767 -4.8773 -1.0765
C 0.4387 -3.7357 -1.2388
C 1.1065 -2.4856 -1.2201
S -0.0954 -1.2145 -1.8040
O -1.5492 -1.5882 -1.5613
C 0.0651 -1.3423 -3.5568
C -0.2723 -2.5970 -4.0721
C -0.2935 -2.7986 -5.4375
C 0.0114 -1.7264 -6.2786
C 0.0662 -1.8959 -7.7678
C 0.3954 -0.4787 -5.7353
C 0.4239 -0.2556 -4.3602
H 3.0683 -5.7955 5.3046
H 4.2174 -4.8034 6.1651
H 4.7161 -5.7025 4.7069
H 1.5268 -4.8118 4.2842
H 0.6089 -3.1766 2.6362
H 4.3410 -1.0412 2.6667
H 5.2972 -2.6874 4.1835
H 3.4034 1.6043 1.6776
H 5.0300 2.3318 -0.1427
H 7.1079 1.0759 -1.5593
H 7.3414 -0.1773 -3.6178
H 5.3748 -1.5572 -4.4635
H 3.5924 -2.0708 -2.8656
H 4.8035 -2.7633 0.6378
H 5.9882 -4.7643 0.8934
H 5.1345 -7.0167 0.0583
H 2.7981 -6.9403 -0.9436
H 0.6901 -5.8352 -1.2539
H -0.6220 -3.7929 -1.4192
H -0.6640 -3.3470 -3.3923
H -0.5102 -3.7904 -5.8369
H -0.9216 -2.1495 -8.1497
H 0.8004 -2.6452 -8.0562
H 0.3622 -0.8969 -8.1425
H 0.5893 0.2986 -6.4420
H 0.7861 0.7061 -3.9720
C 1.1499 0.4811 4.5659
C 0.6090 0.3608 3.1429
O -0.3876 0.9295 2.6950
H 2.0973 1.0466 4.6248
H 1.3651 -0.4696 5.0724
H 0.3716 0.9671 5.2031
N -3.8618 -0.4921 3.8388
C -3.1211 -0.4497 2.9114
C -4.0484 5.5633 0.6551
P -3.2498 4.1582 1.5752
C -4.1666 4.1169 3.1160
C -4.6602 2.8726 3.5872
C -5.7370 2.8542 4.4872
C -5.9458 3.9727 5.2797
C -5.1493 5.1301 5.1424
C -4.4185 5.2814 3.9702
C -1.5608 4.6772 1.7298
C -0.7037 4.2566 0.6902
C 0.6379 3.9682 0.9424
C 1.1858 4.4682 2.1345
C 0.3539 4.9342 3.1803
C -1.0252 5.1715 2.9470
H -3.5316 5.8976 -0.2758
H -3.9093 6.3967 1.3795
H -5.1187 5.4251 0.4271
H -4.2369 1.9482 3.1904
H -6.3627 1.9572 4.6653
H -6.8359 3.9788 5.9048
H -5.1640 5.9115 5.9010
H -3.8883 6.2001 3.6857
H -1.1367 4.1268 -0.2923
H 1.1851 3.3204 0.2611
H 2.2307 4.3391 2.2691
H 0.8013 5.0535 4.1643
H -1.5946 5.6845 3.6654

Cartesian forces, eV/Å:
Ba -2.1 1.4 1.8
O -2.0 -1.3 0.7
As 4.4 0.9 -0.9
O -3.1 -0.5 0.2
O 1.6 4.2 2.9
C -0.6 1.4 1.9
C 1.2 0.5 -2.3
C -2.4 -0.2 -0.7
C 1.3 -1.5 -1.0
C -1.0 0.5 1.4
C -0.1 -0.9 0.1
S -2.6 -0.2 1.2
O 2.0 -2.1 -2.1
O 0.5 1.0 1.0
O 0.3 0.8 -1.4
H 1.5 0.9 -0.4
H 0.2 -0.5 0.2
H 0.3 0.7 -0.1
H 0.4 -0.2 0.5
H -0.5 0.4 0.1
C -0.2 -0.1 1.3
C 0.7 1.7 -1.0
C 0.2 0.7 -1.2
C 0.0 0.3 1.5
C -0.1 0.2 0.0
C 0.0 1.7 -0.4
C -0.8 -2.3 0.5
S 0.8 0.3 -1.1
O 2.1 0.2 1.1
C -0.6 1.0 0.4
C -1.0 -0.4 1.6
C 1.3 0.2 -0.7
C -0.8 -1.1 0.6
C -0.6 0.6 0.2
C -1.9 -1.0 -0.5
C 0.5 -0.4 0.3
C -0.9 -1.0 0.2
C 0.5 0.1 -1.1
C 0.5 -0.8 -0.6
C -0.6 -0.7 -1.1
C -1.0 -0.3 -0.7
C 1.2 0.4 -0.6
C -0.1 0.0 0.6
C -0.7 0.9 -0.2
C 1.1 -1.1 0.1
C 0.5 1.1 0.6
C -1.6 -0.2 -0.5
C 1.3 -0.7 0.1
C -0.9 -0.6 0.6
S 1.1 1.8 0.1
O 1.2 -1.3 -0.1
C 0.3 -0.5 -0.2
C -0.6 0.5 -0.2
C 0.2 0.2 0.0
C 0.8 0.3 0.5
C -0.1 1.0 0.2
C -0.8 -1.2 0.2
C 0.3 -0.4 -0.1
H 0.3 0.1 -0.1
H 0.2 -0.1 -0.3
H 0.2 0.1 -0.2
H -0.3 -0.5 -0.1
H -0.5 -0.1 -0.2
H -0.8 -0.9 0.4
H -0.2 -0.2 0.1
H -0.3 0.0 -0.9
H 0.1 0.1 0.7
H 0.0 0.6 0.5
H 0.7 0.3 -0.2
H 0.3 0.5 0.6
H 0.4 0.5 -0.2
H -0.1 0.1 0.1
H 0.3 -0.2 0.0
H -0.6 0.6 -0.2
H -0.2 -0.1 0.1
H 0.1 0.0 0.2
H -0.1 0.1 -0.1
H 0.3 0.0 -0.2
H -0.1 0.3 0.0
H 0.1 -0.1 -0.2
H 0.0 0.0 -0.1
H -0.1 -0.7 -0.4
H 0.3 0.6 -0.1
H -0.5 -0.5 0.1
C 0.3 0.3 0.3
C -1.2 -0.8 0.5
O 1.2 0.2 0.1
H -0.5 0.1 -0.1
H -0.1 -0.1 -0.6
H 0.6 -0.1 -0.8
N 1.5 0.1 -1.7
C -1.4 -0.2 1.7
C 0.3 0.4 0.1
P -1.7 -3.2 -3.4
C -0.7 0.6 2.8
C 0.1 0.5 -1.3
C 0.4 0.1 0.7
C -0.3 0.1 -0.5
C -0.3 0.1 -0.7
C 1.0 -1.6 -1.0
C 1.3 1.0 0.9
C -0.2 -0.5 0.5
C -0.6 1.2 0.3
C -1.5 -1.2 0.4
C 0.0 0.6 -1.2
C 2.0 -1.9 -1.5
H -0.2 -0.8 0.7
H -0.3 -0.3 -0.3
H 0.5 -0.2 0.3
H -0.5 0.1 -0.3
H 0.8 0.5 -0.3
H 0.4 0.0 0.5
H -0.3 0.0 -0.3
H -0.4 -0.2 0.4
H -0.2 -0.8 0.0
H 0.3 0.7 -0.2
H 0.8 -0.2 0.5
H -0.1 0.6 -0.2
H -0.9 0.0 1.0

lowest unoccupied orbital energy (alpha / beta)	3.301 / 3.300	eV
net charge	-2

=====

Number 1: energy -71846.1892 eV. Number 2: energy -54301.5964 eV. Number 3: energy -182073.5504 eV.